Density functional theory data (ωB97M-V/def2-TZVPD) for a structure of composition C4H6O3Tm at a distorted geometry.

Results
expectation value of S² = 3.7537
HOMO energy (spin up / spin down) = -26.96 / -27.84 eV
energy = -39858.9888 eV
relative energy (zero: lowest compared OMol25 entry of this formula, charge and spin) = 0.00 kcal/mol
M = 271.02 g/mol
HOMO-LUMO gap (spin up / spin down) = 6.05 / 3.90 eV

```
! RIJCOSX wB97M-V def2-TZVPD def2/J DEFGRID3
* xyz 4 4
H -2.204 0.351 -1.358
O -1.006 -0.347 0.271
C 0.343 -0.177 0.011
O 0.853 0.923 0.052
Tm 2.277 2.740 -0.118
O 0.842 -1.306 -0.238
C 2.278 -1.514 -0.131
H 2.767 -1.000 -0.965
H 2.618 -1.129 0.835
H 2.407 -2.595 -0.197
C -1.888 0.417 -0.284
C -2.892 0.995 0.503
H -2.798 0.962 1.590
H -3.597 1.679 0.029
*
```

Löwdin charges in e:
1 H 0.213
2 O 0.222
3 C -0.478
4 O -0.039
5 Tm 2.683
6 O 0.181
7 C 0.109
8 H 0.121
9 H 0.129
10 H 0.155
11 C -0.003
12 C 0.401
13 H 0.151
14 H 0.153